Here is a molecular structure, C12H30N2NaO8S from OMol25. Energies are from ωB97M-V/def2-TZVPD.

XYZ file:
```
54
Properties=species:S:1:pos:R:3
Na -1.886 1.472 -0.236
S -4.560 -0.006 0.052
O -5.546 0.640 0.932
O -4.189 0.932 -1.071
O -3.234 -0.263 0.754
O -5.048 -1.292 -0.476
C -2.679 4.045 -1.884
O -1.729 3.007 -2.100
C -0.472 3.543 -2.446
C 0.569 2.453 -2.295
N 0.635 2.018 -0.904
C 1.424 2.872 -0.017
C 2.701 2.167 0.396
O 3.509 2.862 1.308
C 4.041 4.060 0.798
H -3.668 3.585 -1.922
H -2.728 4.685 -2.782
H -2.470 4.612 -0.979
H -0.207 4.406 -1.825
H -0.533 3.838 -3.503
H 1.529 2.893 -2.616
H 0.324 1.585 -2.902
H 0.993 1.071 -0.858
H 0.862 3.098 0.896
H 1.600 3.817 -0.534
H 3.258 1.911 -0.524
H 2.440 1.221 0.866
H 3.273 4.759 0.443
H 4.766 3.906 -0.009
H 4.514 4.580 1.631
C -1.706 -6.678 -0.743
O -1.074 -5.740 0.088
C -0.013 -5.092 -0.575
C 0.844 -4.371 0.449
N 0.216 -3.159 0.945
C 1.026 -2.515 1.996
C 1.398 -1.085 1.649
O 0.307 -0.186 1.550
C -0.436 0.004 2.734
H -0.969 -7.399 -1.125
H -2.219 -6.237 -1.605
H -2.441 -7.200 -0.135
H -0.467 -4.328 -1.229
H 0.571 -5.768 -1.211
H 1.849 -4.153 0.037
H 1.044 -5.092 1.249
H 0.151 -2.467 0.205
H 1.907 -3.101 2.272
H 0.425 -2.476 2.911
H 1.975 -1.025 0.725
H 1.991 -0.710 2.504
H -0.911 -0.910 3.075
H -1.149 0.789 2.498
H 0.192 0.421 3.543
```

The energy above the lowest of the compared OMol25 structures with the same formula, charge and spin is 35.6 kcal/mol. As for the LUMO energy: 1.71 eV. The molecular weight comes out at 385.4 g mol⁻¹. The total charge is -1. As for the frontier orbital gap: 4.8 eV.

Here is a molecular structure, C12H30N3PS2Sb2Se4Sn from OMol25. Energies are from ωB97M-V/def2-TZVPD.

XYZ file:
```
55
Properties=species:S:1:pos:R:3
Sn 0.889 0.852 0.290
Se 0.098 6.424 0.973
Sb -0.873 4.216 0.346
Se -0.283 3.089 2.551
Se 0.235 2.700 -1.365
Se -3.328 4.349 -0.114
C 4.968 3.720 -1.188
N 4.539 2.527 -0.495
C 3.819 2.434 0.607
N 3.421 3.515 1.279
S 3.314 0.848 1.122
H 4.913 3.553 -2.277
H 5.992 4.054 -0.915
H 4.242 4.557 -0.979
H 4.816 1.652 -0.954
H 3.253 4.444 0.827
H 2.805 3.352 2.069
C -2.219 -2.519 -5.302
Sb -1.253 -1.254 -3.692
C -3.005 -0.685 -2.415
C -0.338 -3.102 -2.874
H -2.838 -3.243 -4.720
H -1.515 -3.082 -5.887
H -2.837 -1.824 -5.897
H -3.886 -1.349 -2.644
H -3.143 0.367 -2.634
H -2.653 -0.892 -1.408
H -1.046 -3.669 -2.334
H 0.466 -2.745 -2.245
H 0.087 -3.669 -3.695
C 0.361 -2.925 1.179
C -0.848 -2.052 0.871
P -0.754 -0.394 1.732
C -2.373 0.326 1.728
C -3.523 -0.634 1.914
C -0.048 -0.578 3.422
C -0.689 -1.567 4.374
H 0.063 -4.008 1.240
H 0.885 -2.589 2.114
H 1.044 -2.876 0.312
H -1.762 -2.522 1.226
H -0.979 -1.841 -0.191
H -2.420 0.895 0.806
H -2.249 1.115 2.523
H -3.732 -1.293 1.063
H -4.430 -0.019 2.061
H -3.376 -1.282 2.763
H -0.071 0.486 3.797
H 1.010 -0.875 3.205
H -0.088 -1.540 5.324
H -0.730 -2.587 3.924
H -1.711 -1.239 4.627
S 3.811 -0.012 -2.823
C 2.506 -0.192 -1.902
N 1.458 -0.417 -1.320
```

The energy above the lowest of the compared OMol25 structures with the same formula, charge and spin is 56.9 kcal/mol. As for the LUMO energy: 4.16 eV. The molecular weight comes out at 989.6 g mol⁻¹. The total charge is -2. As for the frontier orbital gap: 3.7 eV.

Here is a single C12H30Si2 molecule from OMol25. Energies are from ωB97M-V/def2-TZVPD.

XYZ file:
```
44
Properties=species:S:1:pos:R:3
C -1.361 2.206 -1.808
C -1.475 -1.393 2.457
C -2.165 2.661 1.612
C 2.669 0.999 -2.137
C 2.545 0.309 1.661
C 0.942 -3.305 -1.557
C -1.933 0.889 -1.291
C -2.246 -0.936 1.184
C -1.007 1.719 1.676
C 1.730 -0.160 -1.985
C 2.066 -0.924 0.920
C 0.077 -2.282 -0.869
Si -1.296 0.402 0.353
Si 0.777 -0.611 -0.402
H -1.706 3.017 -1.247
H -1.549 2.388 -2.847
H -0.313 2.338 -1.612
H -2.089 -1.258 3.340
H -0.503 -0.869 2.643
H -1.323 -2.525 2.504
H -2.263 3.353 2.491
H -2.140 3.215 0.660
H -3.062 1.992 1.634
H 3.556 0.895 -1.464
H 2.903 1.317 -3.221
H 2.190 1.888 -1.739
H 3.303 0.134 2.459
H 2.987 0.958 0.891
H 1.671 0.784 2.140
H 0.638 -3.411 -2.566
H 1.058 -4.308 -1.066
H 1.967 -3.000 -1.508
H -1.837 -0.006 -1.917
H -3.001 1.082 -1.102
H -3.242 -0.390 1.375
H -2.446 -1.739 0.431
H -0.783 1.315 2.625
H -0.131 2.240 1.382
H 2.396 -1.060 -2.153
H 0.896 -0.220 -2.755
H 2.979 -1.440 0.519
H 1.654 -1.649 1.600
H -0.865 -2.126 -1.458
H -0.267 -2.489 0.145
```

The energy above the lowest of the compared OMol25 structures with the same formula, charge and spin is 40.2 kcal/mol. As for the LUMO energy: 0.94 eV. The molecular weight comes out at 230.5 g mol⁻¹. As for the frontier orbital gap: 9.3 eV. As for the structure (SMILES): CC[Si](CC)(CC)[Si](CC)(CC)CC.

Here is a molecular structure, C12H31AlClIO2P2 from OMol25. Energies are from ωB97M-V/def2-TZVPD.

XYZ file:
```
50
Properties=species:S:1:pos:R:3
C -2.141 0.475 -0.505
C -1.458 -0.011 0.764
H -2.907 -0.252 -0.804
H -1.433 0.573 -1.324
H -2.652 1.435 -0.372
O -1.871 -1.013 1.405
I 0.803 0.015 0.856
Al 0.151 3.918 -2.207
P -1.005 1.545 2.159
C -0.699 0.672 3.702
C 0.090 2.992 2.056
H -0.114 3.631 2.931
H -2.833 2.585 3.246
H -0.090 3.575 1.144
H -2.816 2.969 1.486
H 0.331 0.838 4.034
H 1.140 2.699 2.094
C -2.692 2.180 2.238
H -1.389 1.085 4.445
H -3.389 1.351 2.060
H -0.890 -0.398 3.580
P 0.433 1.887 -3.284
C 0.609 0.085 -3.004
C -1.105 2.095 -4.263
H 2.230 3.178 -4.369
H 1.411 2.043 -5.480
H 2.582 1.442 -4.273
C 1.795 2.180 -4.467
H -1.510 3.115 -4.207
H -0.885 1.854 -5.310
H 0.122 -0.470 -3.819
H 0.187 -0.256 -2.049
H -1.877 1.411 -3.877
H 1.675 -0.177 -2.990
Cl -0.908 5.474 -1.163
C 3.173 -2.647 1.865
C 2.474 -3.233 0.662
O 1.070 -2.925 0.741
C 0.147 -4.001 0.610
C -0.197 -4.641 1.939
H 3.094 -1.559 1.882
H 4.223 -2.923 1.839
H 2.746 -3.027 2.796
H 2.649 -4.325 0.591
H 2.835 -2.745 -0.257
H -0.741 -3.507 0.201
H 0.522 -4.759 -0.103
H -0.516 -3.896 2.673
H -1.019 -5.342 1.780
H 0.648 -5.199 2.351
```

As for the LUMO energy (spin up / spin down): -7.87 / -8.77 eV. The molecular weight comes out at 458.7 g mol⁻¹. The total charge is +2. As for the frontier orbital gap (spin up / spin down): 6.4 / 5.1 eV.

Here is 3 unconnected molecules or ions with the total composition C12H31BN3O4 from OMol25. Energies are from ωB97M-V/def2-TZVPD.

XYZ file:
```
51
Properties=species:S:1:pos:R:3
C -2.638 0.108 -0.066
N -2.712 0.514 -1.449
C -2.240 1.867 -1.635
B -2.142 -0.486 -2.447
O -3.145 -1.343 -3.048
N -0.852 -0.606 -2.879
C 0.161 -0.244 -1.946
C 1.548 -0.798 -2.341
O 1.745 -1.227 -3.409
N 2.573 -0.750 -1.351
C 2.543 0.587 -0.711
C 3.905 -0.916 -1.953
H -3.362 0.631 0.566
H -2.812 -0.963 -0.018
H -1.658 0.284 0.402
H -1.277 2.080 -1.156
H -2.233 2.089 -2.693
H -2.961 2.549 -1.167
H -3.583 -1.870 -2.372
H -0.023 -0.565 -0.916
H 0.306 0.851 -1.974
H 1.775 0.636 0.048
H 3.501 0.817 -0.262
H 2.321 1.361 -1.437
H 4.279 0.059 -2.248
H 3.922 -1.612 -2.775
H 4.601 -1.291 -1.202
C 5.435 -1.955 2.399
C 5.986 -2.863 1.311
C 6.820 -3.992 1.900
O 6.774 -2.103 0.397
H 6.251 -1.490 2.961
H 4.844 -1.151 1.960
H 4.805 -2.509 3.097
H 5.162 -3.280 0.732
H 7.678 -3.590 2.447
H 7.212 -4.631 1.108
H 6.230 -4.605 2.584
H 7.513 -1.720 0.884
C -5.801 3.558 0.761
C -6.224 2.202 1.306
C -7.434 2.326 2.222
O -5.140 1.604 2.010
H -5.517 4.228 1.579
H -4.932 3.451 0.112
H -6.606 4.026 0.193
H -6.458 1.533 0.478
H -7.200 2.959 3.084
H -7.722 1.347 2.608
H -8.287 2.759 1.696
H -4.909 2.177 2.750
```

As for the LUMO energy: 2.51 eV. The molecular weight comes out at 292.2 g mol⁻¹. The total charge is -1. As for the frontier orbital gap: 5.2 eV.

Here is a molecular structure, C12H31F6NO10S2V from OMol25. Energies are from ωB97M-V/def2-TZVPD.

XYZ file:
```
63
Properties=species:S:1:pos:R:3
V 0.870 1.749 -0.409
C 4.599 1.314 -1.342
F 4.576 1.669 -0.060
F 5.783 1.565 -1.855
F 4.330 0.033 -1.457
S 3.293 2.358 -2.213
O 3.004 3.446 -1.311
O 3.750 2.736 -3.494
N 1.922 1.386 -2.151
S 1.834 0.665 -3.602
O 0.969 1.401 -4.470
O 3.098 0.189 -4.075
C 1.013 -0.957 -3.259
F 1.619 -1.539 -2.217
F -0.279 -0.803 -2.946
F 1.130 -1.752 -4.305
O 0.418 -0.143 0.344
H 0.700 -0.979 -0.049
C -1.631 -4.199 0.145
C -1.412 -3.020 -0.785
O -1.968 -1.824 -0.246
H -2.676 -4.493 0.232
H -1.317 -3.946 1.163
H -0.999 -5.041 -0.145
H -1.875 -3.218 -1.753
H -0.328 -2.931 -0.915
H -1.236 -1.303 0.118
C -2.651 -0.531 2.743
C -1.327 -0.999 3.294
O -0.303 -0.017 3.118
H -2.491 -0.085 1.762
H -3.165 0.138 3.432
H -3.313 -1.388 2.592
H -0.996 -1.947 2.853
H -1.391 -1.243 4.359
H 0.122 -0.250 2.270
C -2.827 2.035 -3.027
C -2.328 2.363 -1.634
O -1.136 1.643 -1.314
H -2.083 2.362 -3.754
H -3.752 2.586 -3.205
H -3.014 0.972 -3.175
H -3.089 2.139 -0.880
H -2.193 3.445 -1.586
H -1.415 0.738 -1.101
C -2.323 3.307 2.121
C -0.909 3.497 1.620
O -0.207 2.221 1.483
H -2.725 4.320 2.253
H -2.369 2.841 3.105
H -3.006 2.798 1.444
H -0.340 4.089 2.338
H -0.916 3.979 0.643
H -0.026 1.934 2.392
C 2.163 -3.476 1.611
C 2.508 -2.205 2.400
O 2.880 -1.160 1.520
H 1.559 -3.220 0.734
H 1.639 -4.232 2.196
H 3.088 -3.899 1.216
H 3.399 -2.422 2.989
H 1.687 -1.929 3.069
H 2.063 -0.767 1.178
```

The energy above the lowest of the compared OMol25 structures with the same formula, charge and spin is 2.0 kcal/mol. As for the LUMO energy (spin up / spin down): -0.13 / -0.23 eV. Its spin multiplicity is 4. The molecular weight comes out at 578.4 g mol⁻¹. As for the frontier orbital gap (spin up / spin down): 9.1 / 9.9 eV.

Here is 3 unconnected molecules or ions with the total composition C12H31N2O5S from OMol25. Energies are from ωB97M-V/def2-TZVPD.

XYZ file:
```
51
Properties=species:S:1:pos:R:3
O 0.677 2.866 1.843
C 1.655 2.058 1.245
C 3.110 2.411 1.718
N 3.191 2.465 3.179
S 4.805 2.799 3.715
C 2.748 1.206 3.833
C 1.505 0.515 3.186
N 1.429 0.640 1.698
H -0.171 2.406 1.871
H 1.560 2.172 0.148
H 3.466 3.324 1.218
H 3.746 1.553 1.364
H 5.622 1.836 3.151
H 3.591 0.492 3.976
H 2.438 1.486 4.861
H 0.603 0.991 3.605
H 1.468 -0.567 3.415
H 2.141 0.074 1.225
H 0.509 0.338 1.347
C -1.750 1.183 -1.006
O -2.141 0.940 0.343
C -3.011 1.953 0.853
C -4.458 1.494 0.854
O -4.943 1.326 -0.468
C -4.979 -0.037 -0.872
H -1.279 0.277 -1.387
H -2.601 1.427 -1.643
H -1.022 2.003 -1.037
H -2.899 2.882 0.286
H -2.704 2.150 1.887
H -5.071 2.267 1.326
H -4.575 0.573 1.434
H -5.806 -0.552 -0.374
H -4.041 -0.552 -0.653
H -5.149 -0.064 -1.947
C 0.759 -1.481 -1.398
O -0.227 -1.904 -2.311
C 0.247 -1.919 -3.658
C 0.591 -3.327 -4.109
O 1.710 -3.838 -3.396
C 1.336 -4.742 -2.366
H 0.399 -1.698 -0.388
H 1.706 -2.001 -1.559
H 0.909 -0.396 -1.490
H 1.107 -1.253 -3.774
H -0.563 -1.536 -4.285
H 0.870 -3.297 -5.166
H -0.272 -3.991 -4.009
H 1.023 -5.696 -2.801
H 0.531 -4.341 -1.745
H 2.209 -4.916 -1.737
```

As for the LUMO energy: -3.18 eV. The molecular weight comes out at 315.5 g mol⁻¹. The total charge is +1. As for the frontier orbital gap: 8.6 eV.

Here is 2 unconnected molecules or ions with the total composition C12H31N4O2P2 from OMol25. Energies are from ωB97M-V/def2-TZVPD.

XYZ file:
```
51
Properties=species:S:1:pos:R:3
N 3.571 1.750 2.654
P 3.688 2.682 1.379
P 2.688 4.608 1.598
N 2.821 4.903 3.285
C 0.883 4.361 1.243
C 0.331 2.931 1.376
O 0.281 2.271 0.106
C -1.116 3.015 1.854
N -1.723 1.728 2.148
H 3.154 0.861 2.413
H 3.226 2.082 0.185
H 5.030 3.038 1.151
H 2.160 5.641 3.485
H 2.587 4.081 3.838
H 0.350 4.969 1.959
H 0.598 4.759 0.278
H 0.911 2.316 2.051
H 0.460 2.901 -0.591
H -1.667 3.503 1.057
H -1.185 3.661 2.718
H -1.318 0.999 1.583
H -1.581 1.501 3.119
C -2.642 -2.784 -2.455
C -1.384 -3.470 -1.890
C -1.545 -3.726 -0.382
C -1.459 -2.454 0.464
C -0.154 -1.701 0.201
C 0.082 -1.373 -1.279
N -0.137 -2.628 -2.113
O 0.849 -3.317 -2.119
C -0.848 -0.227 -1.728
C 1.491 -0.820 -1.466
C -1.304 -4.797 -2.640
H -3.504 -3.426 -2.295
H -2.884 -1.835 -1.987
H -2.547 -2.617 -3.528
H -0.773 -4.428 -0.050
H -2.502 -4.219 -0.221
H -2.320 -1.811 0.270
H -1.513 -2.720 1.520
H -0.141 -0.765 0.758
H 0.682 -2.300 0.578
H -0.910 -0.161 -2.815
H -0.467 0.723 -1.366
H -1.857 -0.300 -1.330
H 2.262 -1.487 -1.080
H 1.573 0.117 -0.922
H 1.700 -0.622 -2.519
H -1.132 -4.636 -3.705
H -2.246 -5.325 -2.528
H -0.520 -5.451 -2.263
```

The energy above the lowest of the compared OMol25 structures with the same formula, charge and spin is 16.3 kcal/mol. As for the LUMO energy: -6.72 eV. The molecular weight comes out at 325.4 g mol⁻¹. The total charge is +1. As for the frontier orbital gap: 3.5 eV.

Here is a molecular structure, C12H31N4O7Sr from OMol25. Energies are from ωB97M-V/def2-TZVPD.

XYZ file:
```
55
Properties=species:S:1:pos:R:3
Sr 0.677 -0.665 0.299
O 2.636 -1.871 -0.749
H 2.752 -1.610 -1.673
O 1.081 -2.446 1.880
H 0.486 -2.598 2.625
O 0.266 0.843 -1.543
H 0.425 0.981 -2.482
C -2.424 0.170 -0.726
O -1.865 -0.302 0.235
N -3.762 0.405 -0.785
C -4.357 1.089 -1.906
C -4.619 -0.011 0.302
H -1.849 0.449 -1.622
H -3.591 1.373 -2.623
H -4.878 1.997 -1.580
H -5.092 0.456 -2.419
H -5.598 -0.272 -0.102
H -4.184 -0.893 0.767
H -4.727 0.778 1.052
C 0.017 -2.776 -2.422
O -0.259 -2.456 -1.299
N 0.376 -4.043 -2.776
C 0.912 -4.314 -4.083
C 0.681 -4.980 -1.724
H 0.038 -2.060 -3.264
H 2.010 -4.293 -4.086
H 0.556 -3.569 -4.796
H 0.604 -5.308 -4.419
H 0.456 -4.519 -0.762
H 0.125 -5.915 -1.848
H 1.754 -5.201 -1.705
C -0.780 1.150 2.956
O 0.211 0.550 2.620
N -0.944 1.734 4.172
C -2.242 2.274 4.547
C 0.037 1.499 5.199
H -1.663 1.236 2.296
H -2.643 2.887 3.743
H -2.131 2.848 5.462
H -2.963 1.472 4.759
H 0.620 2.394 5.418
H -0.462 1.156 6.113
H 0.690 0.690 4.875
C 3.663 1.402 0.243
O 2.708 0.936 0.796
N 3.638 2.504 -0.554
C 4.823 3.002 -1.196
C 2.416 3.228 -0.797
H 4.667 0.951 0.298
H 5.175 3.928 -0.723
H 4.603 3.238 -2.243
H 5.607 2.248 -1.208
H 1.661 2.901 -0.091
H 2.603 4.298 -0.642
H 2.062 3.038 -1.809
```

The energy above the lowest of the compared OMol25 structures with the same formula, charge and spin is 0.0 kcal/mol. As for the LUMO energy: 2.47 eV. The molecular weight comes out at 431.0 g mol⁻¹. The total charge is -1. As for the frontier orbital gap: 5.3 eV.

Taking the records one at a time from the top gives E values of -47541.946 -328653.492 -28685.224 -62822.252 -26284.760 -98573.665 -36989.546 -41569.294 -34077.735 eV.
Taking the records one at a time from the top gives max |F| values of 1.737 4.551 2.991 4.160 3.632 2.399 1.512 5.497 2.010 eV/A.